No. 1
The following is a DFT calculation (the ωB97M-V functional and the def2-TZVPD basis) of one molecule with the formula C5H10N2O.

Each line ends with the natural charge from an NBO analysis.
Geometry (Å):
C (1.16795, -0.86012, 1.66599)  -0.255
C (-1.49508, 0.29532, 0.43124)  0.271
C (-0.68459, 0.55243, -0.61948)  0.191
N (-2.61809, -0.30422, 0.67339)  -0.698
N (-0.72872, 1.55997, -1.48305)  -0.752
C (0.53641, -0.36667, -0.75368)  -0.020
C (1.74426, 0.28354, -1.08119)  -0.838
O (0.25936, -1.16959, 0.63308)  -0.639
H (-3.05835, -0.93754, 0.01198)  0.384
H (-3.00264, -0.31599, 1.60796)  0.399
H (-1.41854, 2.29341, -1.44415)  0.397
H (0.18476, 1.67655, -1.95348)  0.438
H (0.28549, -1.17300, -1.44573)  0.218
H (1.07454, 0.18261, 2.00349)  0.155
H (2.20327, -1.02011, 1.34790)  0.184
H (0.95156, -1.52136, 2.50859)  0.177
H (2.11647, 1.07406, -0.43716)  0.187
H (2.48195, -0.24929, -1.66570)  0.202

- E: -381.0785 hartree
- Energy relative to the best compared isomer or geometry (same formula, charge and spin): 129.83 kcal per mole
- Strongest force on any atom: 0.5 eV/A


No. 2
The following is a DFT calculation (the ωB97M-V functional and the def2-TZVPD basis) of one molecule with the formula C5H10N2O at a distorted geometry.

Each line ends with the natural charge from an NBO analysis.
Geometry (Å):
C (-2.30338, -0.22462, -1.51267)  -0.280
C (0.19601, -1.13185, -1.77463)  0.320
C (0.27544, 1.07983, 0.36220)  -0.268
C (0.78592, 0.99038, 1.81043)  -0.428
C (1.75729, -0.18408, 1.50891)  -0.232
H (-2.44512, 0.97399, -1.80075)  0.234
H (-3.18207, -0.97720, -2.01107)  0.188
H (-2.43546, -0.71460, -0.43171)  0.201
H (0.45288, -1.91802, -2.62603)  0.184
H (-0.80885, 1.22717, 0.22712)  0.229
H (1.14941, 1.58151, -0.07148)  0.206
H (1.47994, 1.73106, 2.45879)  0.201
H (0.12311, 0.58794, 2.65039)  0.217
H (1.54491, -1.00500, 2.14076)  0.208
H (2.80537, -0.00904, 1.16095)  0.198
N (0.90200, -1.22316, -0.67499)  -0.295
N (0.60545, -0.45843, 0.44228)  -0.276
O (-0.90284, -0.32588, -1.85854)  -0.608

- E: -381.0308 hartree
- Energy relative to the best compared isomer or geometry (same formula, charge and spin): 159.82 kcal per mole
- Strongest force on any atom: 5.8 eV/A
- SMILES string: CO/C=N\N1CCC1


No. 3
The following is a DFT calculation (the ωB97M-V functional and the def2-TZVPD basis) of one molecule with the formula C5H10N2O at a distorted geometry.

Each line ends with the natural charge from an NBO analysis.
Geometry (Å):
C (0.20436, -0.53904, -0.48790)  0.127
C (0.48435, 0.87318, -0.85450)  -0.251
C (-0.03272, -0.13451, -1.89205)  -0.445
C (-0.40477, 2.01917, -0.43454)  -0.605
N (0.98864, -1.47783, 0.13501)  -0.754
C (-0.35981, -1.43728, 1.32218)  0.762
N (-0.00448, -0.54121, 2.32222)  -0.866
O (-0.97068, -2.46485, 1.44973)  -0.566
H (0.86727, -2.38030, -0.32131)  0.356
H (-0.88161, -0.54685, 0.26353)  0.103
H (1.54592, 1.09848, -0.88942)  0.224
H (0.16753, -1.02094, 3.19640)  0.412
H (0.69750, 0.12823, 2.04231)  0.397
H (-1.04741, 0.01563, -2.23824)  0.231
H (0.64736, -0.53897, -2.63159)  0.231
H (-0.34484, 2.83520, -1.15493)  0.218
H (-1.44917, 1.70389, -0.36806)  0.212
H (-0.10743, 2.40798, 0.54115)  0.212

- E: -381.1244 hartree
- Energy relative to the best compared isomer or geometry (same formula, charge and spin): 101.04 kcal per mole
- Strongest force on any atom: 5.1 eV/A
- SMILES string: C[C@@H]1C[C@H]1NC(N)=O


No. 4
The following is a DFT calculation (the ωB97M-V functional and the def2-TZVPD basis) of C5H10N2O as an isolated structure at a distorted geometry.

Each line ends with the natural charge from an NBO analysis.
Geometry (Å):
C (-2.51118, -0.40093, -0.77936)  -0.496
C (-0.83102, 0.47589, 0.53485)  0.303
C (1.42880, 0.58159, -0.23482)  0.436
C (1.84099, 1.86752, -0.22066)  -0.545
C (1.89456, -1.45629, 0.20476)  -0.245
H (-3.06863, -1.42169, 0.10168)  0.193
H (-3.52771, 0.19340, -1.58367)  0.215
H (-1.32290, -0.53091, -1.44301)  0.316
H (-2.65675, 0.21373, 1.52226)  0.374
H (-0.55504, 0.96877, 1.56703)  0.158
H (2.96913, 1.97596, -0.57679)  0.225
H (1.16227, 2.82161, 0.06052)  0.227
H (2.66466, -2.34916, 0.41821)  0.203
H (1.27709, -1.27785, 1.21470)  0.153
H (1.00628, -1.94696, -0.45856)  0.169
N (-2.13111, 0.48137, 0.31868)  -0.601
N (0.03051, 0.16730, -0.32693)  -0.584
O (2.33006, -0.36335, -0.31890)  -0.502

- E: -380.9592 hartree
- Energy relative to the best compared isomer or geometry (same formula, charge and spin): 204.74 kcal per mole
- Strongest force on any atom: 9.6 eV/A


no.,gap between HOMO and LUMO (eV)
1,6.5585
2,9.0156
3,9.1271
4,8.1123